{"formula": "C10H15NO2", "method": "ωB97M-V/def2-TZVPD", "de_lowest_kcal_mol": 16.9, "charge": 0, "orbital_gap_ev": 9.34, "spin_multiplicity": 1, "energy_ev": -16198.359, "largest_force_ha_per_bohr": 0.048, "elements": ["C", "C", "C", "C", "C", "O", "C", "C", "H", "H", "H", "H", "H", "H", "H", "H", "C", "C", "C", "N", "O", "H", "H", "H", "H", "H", "H", "H"], "xyz": [[-2.782313, -1.399296, 0.376524], [-1.332270, -1.444362, 0.805041], [-0.353614, -1.473003, -0.202796], [0.981830, -1.559736, 0.167101], [1.316445, -1.479343, 1.531249], [2.670247, -1.404867, 1.803242], [0.367193, -1.282545, 2.501634], [-0.982662, -1.251343, 2.116519], [-3.446372, -1.790593, 1.141890], [-2.960005, -2.061397, -0.471969], [-3.109220, -0.442988, -0.043613], [-0.575638, -1.184577, -1.217129], [1.823401, -1.645617, -0.503321], [3.015136, -2.078493, 2.384519], [0.545142, -1.236334, 3.567585], [-1.711236, -1.174688, 2.914364], [0.384884, 1.943665, 0.199609], [0.420715, 2.512662, -1.213958], [0.189019, 1.498992, -2.324984], [1.121556, 1.587521, -3.379446], [-0.806577, 0.820905, -2.383514], [-0.507151, 1.402400, 0.505576], [0.492488, 2.803646, 0.872136], [1.257047, 1.353590, 0.495804], [-0.368455, 3.266115, -1.214342], [1.380314, 3.007629, -1.383802], [0.959972, 0.841178, -4.044966], [2.010122, 1.870880, -2.998955]], "forces_ev_per_a": [[-0.10, -0.55, -0.69], [-1.04, 1.05, -1.21], [0.98, 0.34, 0.81], [-0.33, 0.13, 1.06], [0.64, -0.01, -0.43], [0.35, 0.33, -0.32], [-1.11, -0.25, 0.05], [0.89, -0.87, 0.52], [-0.13, 0.45, 0.27], [0.28, -0.26, -0.05], [0.09, 0.20, 0.61], [-0.44, -0.74, -0.30], [-0.13, 0.16, -0.35], [-0.30, -0.33, 0.34], [0.60, 0.20, -0.09], [-0.24, 0.07, -0.23], [0.87, 0.48, 1.05], [0.20, -0.56, 0.41], [0.12, 1.39, -0.83], [-1.61, -0.27, 1.82], [-0.13, -0.53, -0.06], [-0.12, -0.02, -0.42], [-0.34, -0.01, 0.01], [-0.11, -0.32, -0.51], [0.01, -0.02, -0.63], [-0.13, 0.16, 0.11], [0.81, 0.13, -0.04], [0.43, -0.36, -0.89]], "lowdin_charge": [-0.0543, -0.2866, -0.0432, -0.0152, -0.3377, 0.0149, -0.0212, -0.0543, 0.0720, 0.0738, 0.0827, 0.0940, 0.1150, 0.0966, 0.1122, 0.1119, -0.0926, -0.1642, -0.5269, 0.1437, 0.0492, 0.0727, 0.0750, 0.0724, 0.1207, 0.1030, 0.1026, 0.0840]}

{"formula": "C32H31N7O5PdS", "method": "ωB97M-V/def2-TZVPD", "de_lowest_kcal_mol": 22.5, "charge": -2, "orbital_gap_ev": 2.89, "spin_multiplicity": 1, "energy_ev": -68667.335, "largest_force_ha_per_bohr": 0.033, "elements": ["Pd", "C", "O", "C", "C", "C", "C", "C", "C", "N", "C", "N", "C", "C", "C", "C", "C", "C", "O", "C", "N", "C", "C", "C", "C", "C", "C", "O", "C", "H", "H", "H", "H", "H", "H", "H", "H", "H", "H", "H", "H", "H", "H", "H", "H", "H", "H", "H", "H", "H", "H", "N", "C", "C", "C", "C", "C", "C", "S", "O", "O", "N", "C", "N", "C", "C", "C", "N", "H", "H", "H", "H", "H", "H", "H", "H", "H"], "xyz": [[-1.447627, 0.311644, 0.134310], [5.544357, -0.648552, 1.902856], [4.462518, 0.221977, 2.050582], [4.630437, 1.534112, 1.630828], [5.847370, 2.170267, 1.524117], [5.904044, 3.501184, 1.098580], [4.741403, 4.160141, 0.741687], [3.518577, 3.527722, 0.831603], [3.436789, 2.214984, 1.312273], [2.242522, 1.570366, 1.517626], [1.072816, 1.845900, 0.732754], [0.413425, 2.966510, 1.122060], [-0.952970, 3.280744, 0.994092], [-1.891240, 2.441380, 0.358916], [-3.185861, 2.977927, 0.258237], [-3.521542, 4.242807, 0.716290], [-2.589639, 5.011893, 1.400237], [-1.309105, 4.515609, 1.563722], [-0.313688, 5.199160, 2.301905], [-0.740407, 6.135649, 3.241436], [0.714320, 1.047117, -0.205186], [1.472558, -0.086420, -0.473499], [1.082589, -1.299826, 0.098964], [1.781330, -2.464397, -0.138012], [2.914392, -2.431818, -0.932904], [3.327106, -1.235870, -1.506487], [2.620806, -0.063580, -1.288417], [2.973031, 1.156909, -1.841402], [3.814054, 1.118790, -2.952499], [5.157645, -1.645326, 2.114058], [6.356758, -0.421551, 2.607163], [5.942349, -0.626301, 0.882253], [6.766571, 1.652804, 1.762765], [6.860051, 4.004358, 1.054245], [4.788753, 5.180031, 0.382224], [2.614588, 4.017173, 0.509151], [2.378969, 0.570320, 1.636147], [0.858857, 3.477946, 1.872751], [-3.962815, 2.385669, -0.218594], [-4.524000, 4.636182, 0.565634], [-2.863745, 5.983181, 1.797318], [0.103733, 6.311518, 3.913312], [-1.593845, 5.771771, 3.825631], [-1.016492, 7.091177, 2.774282], [0.181779, -1.279734, 0.713851], [1.437116, -3.392080, 0.294674], [3.477597, -3.335854, -1.129340], [4.219240, -1.237526, -2.120666], [3.769388, 2.108231, -3.406021], [3.483943, 0.372072, -3.683555], [4.854833, 0.905433, -2.670604], [-6.566007, -5.288605, -4.112951], [-5.389723, -4.766243, -3.545175], [-4.799557, -3.619598, -4.065511], [-3.661354, -3.086991, -3.475132], [-3.097547, -3.710813, -2.377033], [-3.692266, -4.834524, -1.839224], [-4.835610, -5.363347, -2.413737], [-1.517388, -3.134788, -1.685620], [-0.906872, -4.308454, -1.079833], [-0.793971, -2.599272, -2.818700], [-1.795386, -1.957786, -0.622722], [-2.368741, -2.307625, 0.519672], [-2.234391, -1.424603, 1.559826], [-2.826856, -1.742370, 2.696867], [-3.552348, -2.918735, 2.870603], [-3.610639, -3.759349, 1.771894], [-3.029137, -3.474706, 0.617884], [-6.679264, -5.070683, -5.093198], [-6.686319, -6.274280, -3.926195], [-5.235770, -3.157299, -4.942345], [-3.189935, -2.204876, -3.878232], [-3.232616, -5.278215, -0.972577], [-5.304842, -6.247225, -1.997555], [-2.693616, -1.039606, 3.516909], [-4.011190, -3.173633, 3.817231], [-4.142294, -4.708197, 1.803509]], "forces_ev_per_a": [[-1.05, 1.30, 0.20], [0.30, -0.25, -0.01], [-0.28, 0.84, -0.11], [-0.15, -0.38, 0.09], [0.11, 0.19, -0.05], [0.10, -0.10, 0.05], [0.33, 0.11, -0.02], [-0.05, -0.51, 0.11], [0.02, 0.37, -0.02], [0.01, -0.47, 0.27], [0.14, -0.53, -0.51], [0.49, 0.12, 0.41], [-0.73, 0.33, -0.34], [0.54, -0.70, 0.07], [-0.05, 0.19, -0.04], [-0.25, -0.11, -0.07], [0.10, 0.42, 0.29], [0.13, -0.09, 0.02], [-0.13, -0.51, -0.50], [-0.05, 0.17, 0.13], [0.22, 0.67, -0.03], [0.40, -0.14, 0.29], [0.07, 0.20, 0.03], [0.29, -0.15, 0.07], [0.01, -0.12, 0.02], [0.26, 0.02, -0.12], [-0.29, 0.22, -0.03], [-0.37, -0.32, 0.45], [0.22, 0.00, -0.14], [0.07, 0.03, -0.04], [-0.06, -0.01, -0.03], [-0.04, 0.02, 0.02], [-0.01, -0.07, 0.04], [0.06, 0.01, -0.07], [-0.01, 0.04, -0.02], [-0.14, 0.09, 0.01], [-0.11, 0.13, -0.04], [-0.03, -0.24, -0.10], [0.05, 0.02, 0.06], [-0.02, 0.02, 0.02], [0.02, -0.02, 0.01], [-0.05, 0.04, -0.02], [0.02, 0.00, -0.04], [-0.05, -0.04, 0.03], [0.25, -0.02, -0.09], [-0.06, -0.09, -0.02], [-0.01, -0.04, -0.03], [-0.02, 0.07, -0.05], [0.04, 0.01, -0.01], [0.01, 0.01, 0.01], [-0.02, -0.01, -0.05], [-0.22, -0.09, -0.05], [0.11, 0.08, 0.15], [-0.02, -0.05, 0.06], [0.03, -0.08, -0.03], [0.57, 0.31, 0.25], [-0.13, -0.29, -0.07], [0.01, 0.10, -0.14], [0.27, -0.06, -0.16], [-0.28, 0.09, -0.02], [-0.42, 0.28, 0.16], [0.51, -0.20, -1.17], [-0.41, -0.55, 0.94], [-0.05, -0.19, -0.33], [0.21, 0.00, -0.17], [-0.10, -0.15, 0.09], [0.03, 0.17, 0.04], [-0.35, -0.16, 0.41], [0.05, -0.10, 0.11], [-0.01, 0.09, -0.14], [-0.01, 0.11, -0.04], [0.09, 0.10, -0.07], [0.02, -0.11, 0.04], [-0.01, -0.06, 0.05], [-0.03, 0.02, -0.07], [-0.04, 0.03, -0.03], [-0.04, -0.03, 0.11]], "lowdin_charge": [0.3399, -0.1060, -0.0988, -0.2096, -0.0474, -0.1304, -0.1199, -0.0164, -0.1829, 0.1435, -0.3628, 0.1166, -0.2287, -0.1650, -0.1876, -0.1607, -0.1035, -0.2289, -0.1348, -0.1411, 0.0989, -0.2142, -0.0503, -0.0989, -0.1147, -0.0569, -0.2085, -0.0866, -0.1217, 0.0921, 0.0804, 0.0965, 0.0949, 0.0810, 0.0917, 0.1079, 0.1279, 0.1231, 0.0550, 0.0716, 0.0799, 0.0798, 0.0898, 0.0794, 0.0721, 0.0951, 0.0853, 0.0906, 0.0849, 0.0939, 0.0828, 0.0604, -0.3493, -0.0527, -0.0561, -0.2648, -0.0823, -0.0457, 0.5829, -0.3505, -0.3429, -0.1335, -0.5114, 0.0420, -0.1726, -0.1119, -0.1741, 0.0918, 0.0710, 0.0695, 0.0972, 0.1114, 0.0920, 0.0966, 0.0952, 0.0694, 0.0898]}